Molecular formula: C25H21ClN4O3S
Method: DFT, ωB97M-V/def2-TZVPD

Each line ends with the Mulliken charge.
Positions of all 55 atoms, in Å:
O: 2.255 3.910 -2.100  -0.67
C: 1.449 3.045 -2.363  0.62
C: 0.002 3.430 -2.692  -0.58
S: -1.213 2.147 -2.297  -0.19
C: -0.792 1.921 -0.611  0.76
N: -0.202 2.875 0.004  -0.30
C: 0.110 2.725 1.324  -0.09
C: 0.744 3.776 1.996  -0.51
C: 1.061 3.641 3.327  -0.34
C: 0.757 2.468 4.020  -0.70
C: 0.131 1.427 3.376  -0.71
C: -0.202 1.544 2.023  0.69
C: -0.858 0.456 1.327  0.23
O: -1.201 -0.617 1.784  -0.67
N: -1.127 0.730 -0.027  0.58
N: -1.751 -0.292 -0.736  -0.96
C: -1.112 -0.989 -1.722  0.28
O: -0.104 -0.595 -2.265  -0.58
C: -1.859 -2.244 -2.126  -1.03
C: -2.404 -2.998 -0.944  0.03
C: -3.758 -3.288 -0.837  -0.28
C: -4.243 -3.974 0.263  -0.64
C: -3.381 -4.369 1.271  -0.45
C: -2.030 -4.080 1.174  -0.66
C: -1.544 -3.402 0.073  0.45
N: 1.734 1.738 -2.460  0.06
C: 3.012 1.183 -2.057  -1.70
C: 2.790 0.210 -0.929  0.53
C: 2.467 -1.112 -1.213  -0.44
C: 2.154 -2.006 -0.206  -0.49
C: 2.151 -1.587 1.113  -0.44
C: 2.492 -0.283 1.422  -0.92
C: 2.812 0.605 0.406  0.69
Cl: 3.258 2.222 0.832  -0.15
H: -0.096 3.608 -3.764  0.43
H: -0.247 4.339 -2.146  0.33
H: 0.982 4.668 1.440  0.49
H: 1.555 4.450 3.844  0.41
H: 1.017 2.381 5.064  0.43
H: -0.117 0.508 3.886  0.51
H: -2.406 -0.806 -0.150  0.39
H: -1.163 -2.863 -2.696  0.38
H: -2.668 -1.946 -2.797  0.31
H: -4.436 -2.977 -1.620  0.35
H: -5.298 -4.195 0.334  0.39
H: -3.762 -4.899 2.131  0.39
H: -1.354 -4.380 1.960  0.42
H: -0.492 -3.168 0.002  0.25
H: 1.003 1.055 -2.630  0.29
H: 3.466 0.670 -2.910  0.39
H: 3.647 2.018 -1.753  0.60
H: 2.454 -1.434 -2.243  0.32
H: 1.914 -3.030 -0.454  0.49
H: 1.890 -2.272 1.905  0.41
H: 2.513 0.053 2.447  0.60

- multiplicity = 1
- SMILES = O=C(CSc1nc2ccccc2c(=O)n1NC(=O)Cc1ccccc1)NCc1ccccc1Cl
- orbital gap (eV) = 8.82


Molecular formula: C25H21FN3O4S2
Method: DFT, ωB97M-V/def2-TZVPD

Each line ends with the Mulliken charge.
Positions of all 56 atoms, in Å:
C: 1.798 2.231 4.982  -1.04
N: 2.077 0.827 4.771  0.31
C: 3.258 0.339 5.452  -1.03
C: 1.327 0.037 3.893  -0.13
C: 1.708 -0.083 2.535  -0.29
C: 0.969 -0.869 1.673  -0.60
C: -0.179 -1.563 2.123  0.73
C: -0.951 -2.400 1.225  -0.43
C: -0.358 -3.203 0.289  1.32
C: -1.112 -4.084 -0.536  -0.43
N: -1.747 -4.832 -1.178  -0.55
C: 1.054 -3.441 0.256  -0.19
N: 2.197 -3.702 0.235  -0.58
C: -0.561 -1.424 3.478  -0.92
C: 0.173 -0.648 4.351  -0.24
H: 0.911 2.537 4.415  0.29
H: 1.625 2.425 6.050  0.32
H: 2.654 2.843 4.664  0.32
H: 3.419 -0.721 5.231  0.29
H: 4.145 0.911 5.139  0.32
H: 3.143 0.465 6.539  0.32
H: 2.595 0.448 2.182  0.43
H: 1.251 -0.947 0.622  0.51
H: -2.030 -2.462 1.369  0.47
H: -1.439 -1.975 3.827  0.39
H: -0.109 -0.552 5.403  0.40
F: -1.941 2.142 -3.263  -0.29
C: -2.274 1.029 -2.595  -0.37
S: -3.115 -0.192 -3.588  1.15
C: -1.822 -1.268 -4.244  0.10
C: -1.517 -2.442 -3.554  -0.37
C: -0.450 -3.230 -3.968  -0.45
C: 0.289 -2.861 -5.095  -0.53
C: -0.040 -1.701 -5.807  -0.48
C: -1.108 -0.904 -5.388  -0.49
O: -3.890 -1.031 -2.701  -0.66
O: -3.730 0.485 -4.708  -0.72
S: -1.152 0.593 -1.325  1.81
C: -0.546 2.217 -0.887  -0.08
C: 0.562 2.748 -1.555  -0.32
C: 0.955 4.060 -1.285  -0.63
C: 0.233 4.831 -0.369  -0.32
C: -0.890 4.300 0.272  -0.74
C: -1.285 2.988 0.013  -0.33
O: -1.858 0.062 -0.173  -0.71
O: -0.003 -0.127 -1.855  -0.71
H: -2.121 -2.743 -2.699  0.65
H: -0.216 -4.128 -3.395  0.40
H: 1.125 -3.476 -5.414  0.36
H: 0.536 -1.410 -6.687  0.36
H: -1.394 -0.006 -5.937  0.39
H: 1.101 2.135 -2.276  0.45
H: 1.822 4.471 -1.802  0.37
H: 0.543 5.852 -0.161  0.37
H: -1.471 4.900 0.972  0.38
H: -2.163 2.548 0.485  0.43

- multiplicity = 1
- total charge = -1
- orbital gap (eV) = 5.38


Molecular formula: C25H21N5O4PPdS2
Method: DFT, ωB97M-V/def2-TZVPD

Each line ends with the Mulliken charge.
Positions of all 59 atoms, in Å:
Pd: -0.639 1.149 0.309  0.24
O: 2.541 1.432 2.818  -0.59
C: 1.445 1.415 2.329  -0.41
N: 1.085 1.796 1.045  0.69
C: 1.859 2.609 0.231  -0.44
O: 3.035 2.834 0.314  -0.58
C: 0.979 3.318 -0.783  0.74
C: 1.461 4.324 -1.595  -0.61
C: 0.599 4.886 -2.525  -0.37
C: -0.700 4.409 -2.632  -0.98
C: -1.113 3.394 -1.785  -0.32
N: -0.284 2.896 -0.871  0.54
C: 0.210 1.061 3.139  0.73
C: 0.330 0.560 4.419  -0.53
C: -0.822 0.169 5.084  -0.45
C: -2.048 0.302 4.449  -0.86
C: -2.084 0.831 3.170  0.07
N: -0.978 1.221 2.538  0.16
H: 2.493 4.631 -1.487  0.55
H: 0.940 5.683 -3.174  0.45
H: -1.388 4.810 -3.362  0.45
H: -2.105 2.960 -1.826  0.63
H: 1.318 0.475 4.852  0.53
H: -0.765 -0.250 6.080  0.46
H: -2.968 -0.005 4.927  0.46
H: -3.019 0.952 2.636  0.35
N: -2.769 3.058 0.767  -0.39
N: -3.820 2.228 0.333  -0.21
C: -3.587 0.922 -0.095  0.36
O: -4.524 0.158 -0.183  -0.66
O: -2.363 0.585 -0.476  -0.30
H: -2.890 3.304 1.740  0.24
H: -2.802 3.916 0.234  0.29
H: -4.709 2.310 0.800  0.26
S: -0.468 -1.100 0.985  -0.46
P: 0.468 -1.594 -0.754  1.70
S: 0.350 0.260 -1.606  -0.27
C: 2.157 -2.105 -0.495  0.39
C: 2.487 -3.458 -0.564  -0.59
C: 3.783 -3.857 -0.277  -0.73
C: 4.737 -2.913 0.074  -0.45
C: 4.407 -1.564 0.144  -0.75
C: 3.117 -1.155 -0.141  -0.14
C: -0.394 -2.839 -1.695  0.53
C: -1.323 -3.675 -1.086  -0.36
C: -1.957 -4.651 -1.841  -0.74
C: -1.667 -4.780 -3.191  -0.42
C: -0.742 -3.939 -3.799  -0.75
C: -0.100 -2.966 -3.053  -0.15
H: 1.743 -4.193 -0.845  0.40
H: 4.047 -4.905 -0.331  0.42
H: 5.749 -3.229 0.294  0.40
H: 5.152 -0.830 0.421  0.47
H: 2.861 -0.104 -0.082  0.09
H: -1.569 -3.557 -0.038  0.31
H: -2.685 -5.302 -1.375  0.42
H: -2.173 -5.535 -3.780  0.40
H: -0.523 -4.041 -4.854  0.41
H: 0.623 -2.312 -3.528  0.38

- multiplicity = 1
- total charge = +1
- orbital gap (eV) = 6.90


Molecular formula: C25H22BrN2NaO2S5Sb
Method: DFT, ωB97M-V/def2-TZVPD

Each line ends with the Mulliken charge.
Positions of all 59 atoms, in Å:
Na: -2.371 1.027 -2.937  0.73
S: 0.554 1.911 -2.572  -0.40
C: 0.943 1.849 -0.922  0.00
N: 2.289 1.771 -0.536  0.11
C: 2.574 1.383 0.821  -0.57
C: 1.770 2.293 1.724  -0.88
N: 0.372 2.111 1.427  0.21
C: -0.517 2.025 2.569  -1.69
C: -0.324 0.734 3.330  0.57
C: -0.528 -0.480 2.672  0.16
C: -0.319 -1.682 3.327  -0.74
C: 0.101 -1.692 4.653  -0.37
C: 0.307 -0.493 5.316  -0.55
C: 0.098 0.712 4.654  -0.22
C: -0.044 1.865 0.113  0.22
S: -1.687 1.566 -0.189  -0.30
C: 3.360 1.598 -1.494  -1.64
C: 3.832 0.168 -1.573  0.72
C: 2.964 -0.825 -2.027  -0.22
C: 3.379 -2.146 -2.088  -0.76
C: 4.666 -2.498 -1.698  -0.33
C: 5.534 -1.518 -1.242  -0.53
C: 5.115 -0.195 -1.176  -0.34
H: 3.646 1.486 1.005  0.47
H: 2.290 0.339 1.021  0.22
H: 2.082 3.332 1.544  0.31
H: 1.944 2.054 2.776  0.43
H: -1.531 2.085 2.173  0.43
H: -0.340 2.884 3.227  0.41
H: -0.860 -0.462 1.640  0.23
H: -0.478 -2.616 2.802  0.45
H: 0.271 -2.632 5.166  0.36
H: 0.641 -0.494 6.348  0.35
H: 0.259 1.649 5.178  0.33
H: 4.198 2.255 -1.225  0.41
H: 2.953 1.911 -2.455  0.50
H: 1.959 -0.554 -2.334  0.46
H: 2.690 -2.904 -2.440  0.47
H: 4.991 -3.531 -1.747  0.36
H: 6.538 -1.784 -0.928  0.34
H: 5.798 0.568 -0.816  0.30
S: -4.804 5.017 -5.491  -0.60
Sb: -3.817 3.974 -3.710  0.84
S: -4.892 2.173 -2.787  -0.50
S: -2.519 5.291 -2.397  -0.53
Br: -4.760 -2.736 -4.105  -0.21
C: -4.405 -2.397 -2.269  0.29
C: -5.436 -2.591 -1.361  -0.52
C: -5.206 -2.351 -0.016  -0.49
C: -3.952 -1.934 0.409  -0.50
C: -2.930 -1.771 -0.511  -0.16
C: -3.140 -1.992 -1.870  0.26
C: -1.974 -1.786 -2.852  0.07
O: -1.073 -2.628 -2.808  -0.73
O: -2.078 -0.757 -3.572  -0.85
H: -6.406 -2.919 -1.710  0.36
H: -6.011 -2.485 0.697  0.35
H: -3.771 -1.730 1.458  0.40
H: -1.948 -1.447 -0.193  0.53

- multiplicity = 2
- total charge = -2
- orbital gap (alpha / beta) (eV) = 4.32 / 5.77
- <S²> = 0.7549


Molar mass values, unit g/mol, following the record order: 493.0 510.6 657.0 767.5.
Max |F| values, unit eV/Å, following the record order: 0.8 3.2 0.6 2.1.
Total energy values, unit a.u., following the record order: -2268.47289 -2326.65183 -2805.46626 -6193.53280.